[1]
{"formula": "C25H36N4O4SV", "method": "ωB97M-V/def2-TZVPD", "lumo_energy_ev": [-2.3, -2.3], "charge": 1, "spin_multiplicity": 3, "total_energy_ha": -2836.43281, "s2": 2.0176, "e_homo_ha": [-0.3806, -0.3915], "e_above_lowest_ev": 0.000, "orbital_gap_ev": [8.0, 8.4], "elements": ["V", "C", "C", "C", "C", "C", "C", "C", "C", "C", "C", "C", "C", "H", "H", "H", "H", "H", "H", "H", "H", "H", "H", "H", "H", "H", "H", "H", "H", "H", "H", "O", "C", "O", "C", "C", "C", "C", "C", "C", "S", "H", "H", "H", "H", "N", "C", "C", "C", "C", "N", "C", "N", "N", "C", "O", "O", "H", "H", "H", "H", "H", "H", "H", "H", "H", "H", "H", "H", "H", "H"], "positions_angstrom": [[0.045, -0.413, -0.120], [0.958, -3.235, -1.772], [0.253, -2.809, -0.512], [0.968, -2.593, 0.685], [2.441, -2.880, 0.788], [0.289, -2.122, 1.823], [1.064, -1.914, 3.093], [-1.082, -1.802, 1.754], [-1.733, -1.114, 2.925], [-1.819, -2.136, 0.599], [-3.320, -1.982, 0.562], [-1.153, -2.665, -0.521], [-1.904, -3.037, -1.768], [1.062, -4.322, -1.808], [1.948, -2.791, -1.836], [0.409, -2.910, -2.651], [2.994, -1.995, 1.109], [2.864, -3.220, -0.149], [2.610, -3.662, 1.531], [1.663, -1.002, 3.033], [1.746, -2.745, 3.262], [0.416, -1.837, 3.960], [-2.071, -1.838, 3.671], [-2.592, -0.524, 2.621], [-1.032, -0.433, 3.400], [-3.643, -1.259, -0.191], [-3.729, -1.684, 1.520], [-3.781, -2.933, 0.298], [-2.973, -3.109, -1.602], [-1.558, -3.998, -2.146], [-1.726, -2.296, -2.551], [0.470, 2.820, 1.761], [1.030, 1.731, 1.613], [0.379, 0.618, 1.509], [2.517, 1.624, 1.536], [3.299, 2.242, 2.508], [4.679, 2.125, 2.471], [5.273, 1.404, 1.442], [4.498, 0.810, 0.457], [3.105, 0.907, 0.485], [2.175, 0.279, -0.885], [2.812, 2.802, 3.297], [5.287, 2.590, 3.235], [6.350, 1.309, 1.401], [4.969, 0.268, -0.354], [-1.208, 1.392, -0.504], [-0.991, 1.785, -1.906], [-2.000, 2.758, -2.491], [-2.021, 4.162, -1.885], [-0.920, 5.111, -2.352], [0.443, 4.667, -2.048], [0.903, 4.516, -0.803], [2.030, 3.843, -0.578], [0.241, 5.044, 0.220], [-0.890, 0.482, -2.702], [-1.264, 0.367, -3.843], [-0.331, -0.466, -1.991], [-2.191, 1.179, -0.349], [-0.948, 2.109, 0.172], [0.018, 2.197, -1.935], [-2.997, 2.319, -2.387], [-1.817, 2.802, -3.568], [-2.048, 4.112, -0.792], [-2.957, 4.644, -2.175], [-1.072, 6.111, -1.939], [-0.971, 5.226, -3.434], [1.031, 4.362, -2.806], [2.375, 3.189, -1.264], [2.329, 3.674, 0.372], [-0.586, 5.588, 0.045], [0.321, 4.596, 1.136]], "lowdin_spin": [1.907, 0.001, 0.002, 0.004, 0.001, -0.004, -0.001, -0.001, 0.000, 0.001, 0.001, -0.002, -0.001, 0.000, 0.000, 0.000, 0.000, 0.000, 0.000, 0.000, 0.000, 0.000, 0.000, 0.000, 0.000, 0.000, 0.000, 0.000, 0.000, 0.000, 0.000, -0.001, 0.005, 0.033, 0.004, 0.001, 0.003, 0.000, 0.002, 0.002, 0.013, 0.000, 0.000, 0.000, 0.000, -0.005, 0.001, -0.001, 0.000, 0.000, 0.000, 0.000, 0.001, 0.000, 0.006, 0.011, 0.015, 0.002, 0.000, 0.000, 0.000, 0.000, 0.000, 0.000, 0.000, 0.000, 0.000, 0.001, 0.000, 0.000, 0.000]}

=====

[2]
{"formula": "CH15NO5", "method": "ωB97M-V/def2-TZVPD", "lumo_energy_ev": 0.3, "charge": 0, "total_energy_ha": -478.02601, "smiles": "CN.O.O.O.O.O", "e_homo_ha": -0.3562, "e_above_lowest_ev": 1.121, "orbital_gap_ev": 10.0, "elements": ["C", "N", "H", "H", "H", "H", "H", "O", "H", "H", "O", "H", "H", "O", "H", "H", "O", "H", "H", "O", "H", "H"], "positions_angstrom": [[-0.917, -1.971, -2.675], [-0.786, -1.821, -1.205], [0.041, -1.818, -3.143], [-1.768, -1.451, -3.112], [-1.125, -3.035, -2.850], [-1.095, -0.910, -0.885], [-1.419, -2.501, -0.809], [-1.219, 0.247, 6.584], [-1.078, 0.637, 5.708], [-0.344, 0.011, 6.905], [-0.488, 1.322, -3.192], [-0.279, 1.053, -2.289], [-0.178, 2.234, -3.257], [1.666, 2.287, 1.345], [1.952, 1.366, 1.355], [2.467, 2.782, 1.537], [2.266, -0.595, 0.155], [2.568, -0.729, -0.746], [1.515, -1.188, 0.269], [-0.786, 1.338, -0.199], [0.033, 0.862, -0.045], [-1.025, 1.881, 0.551]], "lowdin_charge": [-0.180, -0.059, 0.056, 0.071, 0.067, 0.023, 0.051, -0.065, 0.036, 0.029, -0.068, -0.010, 0.039, -0.061, 0.005, 0.039, -0.052, 0.046, 0.026, -0.049, 0.005, 0.048]}

=====

[3]
{"formula": "C3H9N2O2S", "method": "ωB97M-V/def2-TZVPD", "lumo_energy_ev": -4.1, "charge": 1, "total_energy_ha": -777.51945, "e_homo_ha": -0.4909, "e_above_lowest_ev": 3.450, "orbital_gap_ev": 9.3, "elements": ["C", "C", "C", "N", "N", "O", "O", "S", "H", "H", "H", "H", "H", "H", "H", "H", "H"], "positions_angstrom": [[0.785, 1.159, -0.158], [-3.234, 0.021, 0.533], [1.488, -1.456, -1.153], [1.648, 1.996, 0.324], [-2.131, 0.250, -0.041], [-0.162, -0.972, 0.889], [2.184, -0.597, 1.332], [1.148, -0.561, 0.366], [-1.268, -0.389, 0.285], [-3.201, -0.918, 1.261], [-4.189, 0.531, 0.398], [1.612, -2.472, -0.943], [0.775, -1.290, -2.021], [2.455, -0.945, -1.430], [1.474, 3.038, 0.232], [2.514, 1.664, 0.877], [-1.896, 0.941, -0.750]], "lowdin_charge": [-0.160, 0.103, -0.117, 0.049, 0.127, -0.344, -0.283, 0.637, 0.025, 0.165, 0.110, 0.053, 0.107, 0.095, 0.154, 0.156, 0.124]}

=====

Q: Look up the charge of the first one.
A: +1

=====

Q: Which formula does entry 3 have?
A: C3H9N2O2S

=====

Repeat the second record exactly.
{"formula": "CH15NO5", "method": "ωB97M-V/def2-TZVPD", "lumo_energy_ev": 0.3, "charge": 0, "total_energy_ha": -478.02601, "smiles": "CN.O.O.O.O.O", "e_homo_ha": -0.3562, "e_above_lowest_ev": 1.121, "orbital_gap_ev": 10.0, "elements": ["C", "N", "H", "H", "H", "H", "H", "O", "H", "H", "O", "H", "H", "O", "H", "H", "O", "H", "H", "O", "H", "H"], "positions_angstrom": [[-0.917, -1.971, -2.675], [-0.786, -1.821, -1.205], [0.041, -1.818, -3.143], [-1.768, -1.451, -3.112], [-1.125, -3.035, -2.850], [-1.095, -0.910, -0.885], [-1.419, -2.501, -0.809], [-1.219, 0.247, 6.584], [-1.078, 0.637, 5.708], [-0.344, 0.011, 6.905], [-0.488, 1.322, -3.192], [-0.279, 1.053, -2.289], [-0.178, 2.234, -3.257], [1.666, 2.287, 1.345], [1.952, 1.366, 1.355], [2.467, 2.782, 1.537], [2.266, -0.595, 0.155], [2.568, -0.729, -0.746], [1.515, -1.188, 0.269], [-0.786, 1.338, -0.199], [0.033, 0.862, -0.045], [-1.025, 1.881, 0.551]], "lowdin_charge": [-0.180, -0.059, 0.056, 0.071, 0.067, 0.023, 0.051, -0.065, 0.036, 0.029, -0.068, -0.010, 0.039, -0.061, 0.005, 0.039, -0.052, 0.046, 0.026, -0.049, 0.005, 0.048]}

=====

Q: What is the formula in the third record?
A: C3H9N2O2S